1.
16
Properties=species:S:1:pos:R:3 method="wB97M-V/def2-TZVPD" charge=0 mol_weight_da=86.14 relative_energy_kj_mol=460.2 lumo_ev=0.8649 homo_ha=-0.264 e_tot_ha=-267.75006
N 1.22 1.65 -0.63
N -0.95 -0.50 -1.16
C 0.85 1.35 -1.75
C 1.51 0.36 0.58
C -1.09 -0.14 0.08
C -1.24 -1.08 1.23
H 0.67 2.09 -2.52
H 1.47 -0.69 0.29
H 1.05 0.62 1.53
H -0.86 -1.50 -1.31
H -1.27 0.91 0.26
H -0.74 -0.70 2.12
H -0.03 0.23 -1.81
H -2.30 -1.18 1.48
H 2.56 0.63 0.62
H -0.85 -2.07 0.99


2.
16
Properties=species:S:1:pos:R:3 method="wB97M-V/def2-TZVPD" charge=0 smiles=CSC.CN mol_weight_da=93.19 relative_energy_kj_mol=80.1 lumo_ev=1.0904 homo_ha=-0.313 e_tot_ha=-573.80099
S 0.47 -4.12 2.88
N 0.09 5.27 -2.46
C -1.28 -3.59 2.86
C 1.17 -3.24 1.48
C 0.15 3.95 -3.15
H -1.91 -4.30 2.33
H 0.16 3.13 -2.43
H -0.78 3.87 -3.70
H -0.87 5.43 -2.17
H 1.13 3.85 -3.62
H 1.94 -3.90 1.07
H -1.34 -2.66 2.30
H -1.57 -3.50 3.90
H 0.44 -3.16 0.67
H 0.63 5.23 -1.60
H 1.57 -2.24 1.65


3.
13
Properties=species:S:1:pos:R:3 method="wB97M-V/def2-TZVPD" charge=0 smiles="CC(=O)NC(N)=O" mol_weight_da=102.09 relative_energy_kj_mol=19.5 lumo_ev=0.6458 homo_ha=-0.379 e_tot_ha=-377.95193
O 2.17 -0.26 -1.10
O -1.18 -0.45 1.09
N -0.95 1.77 1.39
N 0.34 0.67 -0.20
C 0.31 -1.71 -0.97
C -0.63 0.58 0.78
C 1.05 -0.46 -0.72
H -0.53 2.61 1.05
H 0.16 -2.31 -0.07
H 0.95 1.48 -0.22
H -1.79 1.92 1.90
H -0.71 -1.48 -1.26
H 0.80 -2.36 -1.68


4.
39
Properties=species:S:1:pos:R:3 method="wB97M-V/def2-TZVPD" charge=0 mol_weight_da=234.19 relative_energy_kj_mol=747.7 lumo_ev=-0.2996 homo_ha=-0.331 e_tot_ha=-993.48844
O 1.70 -0.65 -1.10
O 3.32 -1.45 1.41
O -1.36 -2.64 3.52
O -0.46 0.77 0.18
O -2.14 -1.16 1.55
O 1.51 -2.45 -1.44
O 0.03 2.07 3.51
O -2.13 -3.39 -0.92
O -4.08 1.35 -2.28
O 1.28 4.26 0.23
O -1.65 1.86 -1.17
O 4.46 0.38 -0.98
O 0.18 1.34 -2.68
H -0.78 -0.07 0.60
H -0.86 -2.19 4.19
H -2.53 -0.97 0.73
H -4.78 0.75 -2.05
H -3.11 -3.26 -0.88
H -4.25 1.74 -3.19
H -1.76 -3.03 -0.12
H 4.20 -1.87 1.30
H -1.27 -2.09 2.69
H -2.68 -1.03 2.33
H 0.70 -2.69 -1.95
H 3.10 -1.65 2.27
H -0.61 0.62 -0.70
H 0.87 0.82 -3.07
H 1.28 -0.19 -1.85
H 1.13 3.87 -0.57
H -2.36 1.29 -0.70
H -2.13 2.00 -1.98
H 4.71 0.94 -0.30
H 1.31 -0.25 -0.41
H 0.53 1.73 -1.78
H 0.14 2.46 4.37
H 3.48 0.31 -1.03
H 0.89 1.61 3.29
H 1.89 -3.30 -1.52
H 2.21 4.13 0.50


5.
50
Properties=species:S:1:pos:R:3 method="wB97M-V/def2-TZVPD" charge=+2 mol_weight_da=590.08 relative_energy_kj_mol=12.4 lumo_ev="-10.2483 / -10.2478" homo_ha="-0.584 / -0.584" e_tot_ha=-3329.72953
Pt 0.13 -0.12 0.06
Ge 1.75 1.64 2.43
F 3.34 -1.12 -4.05
F -1.65 1.00 -4.13
F -0.22 0.91 -6.34
F 1.91 -1.14 -1.82
N -0.58 0.06 -1.66
N -1.79 -1.15 0.39
C 0.32 2.91 2.79
C 0.31 0.42 -5.23
C -2.62 -0.13 -0.30
C -2.07 0.16 -1.68
C 1.41 -0.56 -2.89
C 1.60 -0.09 -5.24
C -0.45 0.45 -4.08
C -2.22 -1.30 1.82
C -0.68 -3.36 0.03
C 2.13 -0.59 -4.06
C 3.47 2.53 2.26
C -1.88 -2.49 -0.28
C 1.63 1.03 0.41
C 1.85 0.08 3.58
C -1.93 -0.09 2.67
C 0.09 -0.02 -2.85
H 3.43 3.37 1.57
H -1.97 -2.34 -1.35
H 2.56 -0.65 3.20
H 0.16 3.58 1.95
H 2.50 0.39 0.23
H -0.62 2.43 3.06
H -0.59 -3.60 1.09
H 0.89 -0.42 3.75
H 0.25 -2.88 -0.31
H -3.67 -0.44 -0.37
H 1.71 1.99 -0.10
H 0.64 3.51 3.64
H 4.26 1.84 1.95
H -1.70 -2.17 2.21
H 3.74 2.91 3.25
H -2.58 0.78 0.31
H -3.29 -1.53 1.81
H 2.16 -0.12 -6.16
H -2.12 -0.35 3.72
H -0.78 -4.31 -0.50
H -2.41 -0.58 -2.40
H 2.21 0.41 4.55
H -0.88 0.20 2.61
H -2.81 -2.96 0.06
H -2.38 1.14 -2.03
H -2.55 0.77 2.43


6.
21
Properties=species:S:1:pos:R:3 method="wB97M-V/def2-TZVPD" charge=+2 mol_weight_da=405.33 relative_energy_kj_mol=0.0 lumo_ev=-7.9169 homo_ha=-0.664 e_tot_ha=-952.06029
Pb 0.00 -0.04 -0.13
O 0.00 0.00 -3.93
O 3.75 0.00 0.04
O -3.75 0.01 0.03
O 0.00 0.01 2.21
O 0.00 3.78 0.04
O 0.00 -3.77 0.04
C 0.00 0.00 -2.80
C 0.00 0.00 3.47
C 1.09 -0.70 4.21
C 0.00 -2.63 -0.05
C -1.09 0.70 4.21
C -2.62 0.00 -0.05
C 2.62 0.00 -0.05
C 0.00 2.65 -0.05
H -2.07 0.27 3.95
H -1.10 1.77 3.96
H 2.07 -0.27 3.95
H 0.92 -0.59 5.30
H 1.10 -1.77 3.95
H -0.92 0.59 5.30


7.
58
Properties=species:S:1:pos:R:3 method="wB97M-V/def2-TZVPD" charge=0 smiles="O=C(c1ccc(CN2CCOCC2)cc1)N1CCC(Cc2ccccc2)CC1" mol_weight_da=378.52 relative_energy_kj_mol=1832.7 lumo_ev=0.5849 homo_ha=-0.317 e_tot_ha=-1191.84351
O 0.71 4.27 -6.13
O -2.82 -1.33 -0.01
N 1.45 1.83 -4.59
N -1.15 -2.45 0.92
C -0.60 1.00 5.10
C -0.36 -1.15 6.26
C -0.20 3.72 -4.97
C -0.10 -1.18 -3.53
C 0.66 -0.08 -3.44
C 0.93 -0.85 4.20
C -0.84 -1.84 -2.46
C 0.00 2.25 -5.01
C -1.48 -0.51 7.26
C -0.08 -0.18 5.36
C -0.08 -1.29 2.93
C 2.13 3.98 -5.71
C 1.55 0.27 -4.71
C 0.30 -2.58 0.89
C 1.10 -1.61 1.84
C 0.62 0.33 -2.23
C -0.96 -1.04 -1.31
C 2.50 2.32 -5.76
C -1.83 0.66 7.11
C -0.99 -2.47 3.17
C -0.29 0.10 -1.15
C -1.73 -1.61 0.02
C -1.80 -2.68 2.06
C -1.68 1.35 6.09
H 1.61 -0.69 1.35
H -0.06 -2.16 6.49
H 0.34 -3.46 1.16
H 1.94 -2.22 2.35
H -2.90 1.01 7.78
H 2.62 0.19 -4.23
H 0.12 0.55 -0.20
H 2.24 4.27 -4.63
H -1.36 -2.69 -2.65
H 2.81 4.52 -6.36
H -1.62 -2.08 4.16
H -2.79 -2.14 1.91
H -2.02 2.42 5.97
H -0.16 -1.77 -4.49
H -0.72 1.85 -4.24
H -0.08 4.04 -4.11
H 1.26 -1.88 4.63
H -0.40 1.71 -6.14
H -1.51 -1.20 8.12
H -0.38 1.72 4.31
H 1.20 1.42 -2.16
H 3.13 2.06 -5.16
H 2.21 2.06 -6.56
H 1.65 -0.08 3.91
H -0.69 -0.42 2.60
H -1.09 3.97 -5.64
H 0.69 -2.55 -0.19
H -2.10 -3.94 1.83
H -0.30 -3.46 3.46
H 1.37 -0.30 -5.47


8.
15
Properties=species:S:1:pos:R:3 method="wB97M-V/def2-TZVPD" charge=0 mol_weight_da=104.11 relative_energy_kj_mol=487.0 lumo_ev=0.7276 homo_ha=-0.311 e_tot_ha=-378.95550
O -0.40 1.71 0.82
O 1.23 1.25 -1.49
N 2.38 -0.34 -0.32
N 0.45 0.59 0.57
C -1.61 -1.03 0.16
C -1.42 0.46 -0.05
C 1.38 0.60 -0.48
H 3.08 -0.33 -1.05
H -0.82 -1.61 -0.31
H 0.70 0.05 1.40
H 2.74 -0.54 0.60
H -2.56 -1.30 -0.32
H -1.20 0.75 -1.07
H -2.27 1.02 0.33
H -1.68 -1.28 1.22